No. 1
11
Properties=species:S:1:pos:R:3:forces:R:3:lowdin_charge:R:1 method="wB97M-V/def2-TZVPD" homo_energy_ev="-5.90 / -9.48" spin_multiplicity=3 gap_ev="6.4 / 7.3"
C -1.08300 1.85788 0.31387 -1.538 -0.905 -0.042 -0.302
C -0.02916 2.59353 0.22746 1.146 0.702 0.007 0.001
N 0.06314 -1.48402 0.55941 4.820 4.377 4.642 -0.215
O -2.04364 1.20328 0.36484 0.482 0.267 0.061 0.146
O 0.88381 -0.33136 0.50470 -1.812 -2.236 -0.637 -0.094
Si -0.81069 -2.14280 -0.63153 -3.289 -2.465 -4.230 0.528
H -0.07008 3.65585 0.35780 -0.226 0.253 0.051 0.061
H 0.92152 2.13835 0.03311 0.132 -0.196 -0.093 0.049
H 1.23177 -0.27020 1.40300 -0.017 -0.098 0.149 0.103
H -1.50059 -3.29537 -0.09029 -0.053 -0.141 0.196 -0.129
H -1.03318 -1.90983 -2.05276 0.356 0.442 -0.104 -0.147

=====

No. 2
11
Properties=species:S:1:pos:R:3:forces:R:3:lowdin_charge:R:1 method="wB97M-V/def2-TZVPD" homo_energy_ev=-9.22 gap_ev=8.7
C -0.70980 -0.32875 0.52641 1.990 0.097 -2.949 -0.349
C 1.45161 0.50582 -0.06011 -0.434 2.166 -3.238 -0.115
N -1.96224 0.09967 -0.30836 -0.164 0.873 -0.277 0.028
O -0.20911 -1.41576 -0.24515 -0.569 0.038 1.083 -0.021
O -2.55728 1.08983 -0.00351 1.096 -0.760 0.218 0.046
O 0.37557 0.52158 0.83127 -1.437 0.401 -0.259 -0.092
H -1.09643 -0.53491 1.46584 -0.929 -1.164 1.761 0.130
H 1.80974 -0.45497 -0.20018 0.722 -1.874 -0.214 0.049
H 2.25290 1.11763 0.29356 0.180 0.514 0.741 0.077
H 1.25846 0.93336 -1.17731 -0.133 -0.838 2.479 0.141
H -0.61342 -1.53350 -1.12247 -0.321 0.547 0.655 0.108

=====

No. 3
11
Properties=species:S:1:pos:R:3:forces:R:3:lowdin_charge:R:1 method="wB97M-V/def2-TZVPD" homo_energy_ev=-8.77 gap_ev=9.6
C -0.75814 -0.38863 -1.16888 -2.175 0.177 -1.005 -0.038
C 1.06805 0.16066 0.80301 -0.473 -0.946 1.717 -0.737
N -1.64380 -0.41007 -0.17548 2.708 0.728 1.187 -0.032
O 2.09324 -0.10676 0.03730 1.321 2.090 -1.314 0.140
O 0.65166 -0.69842 1.53730 -1.217 0.613 0.452 0.083
O 0.65246 1.44542 0.76833 -0.565 -2.210 2.096 0.157
H -1.39019 -0.21262 -2.19853 1.145 -0.466 2.169 0.041
H -2.59237 -0.13544 -0.29016 -0.900 -0.039 0.009 0.071
H 2.04721 -1.02250 -0.17861 0.024 -1.279 -0.179 0.118
H -1.23185 -0.35151 0.84404 -1.135 -0.594 -2.464 0.119
H 1.10374 1.71987 0.02168 1.265 1.926 -2.668 0.077

=====

No. 4
12
Properties=species:S:1:pos:R:3:forces:R:3:lowdin_charge:R:1 method="wB97M-V/def2-TZVPD" homo_energy_ev=-10.78 gap_ev=11.3
C 0.99790 -1.68208 -2.24100 0.924 -0.436 0.023 -0.422
C -0.96026 0.72619 0.90746 -4.791 -0.400 -0.648 -0.227
N 1.78289 -2.56666 -2.41078 -0.370 0.490 -1.161 0.227
O 2.68118 -0.81249 0.13169 0.120 0.281 -0.508 -0.333
O 0.34372 -0.72656 -2.15562 -0.809 1.123 0.284 0.113
O 0.30988 0.27056 0.91072 2.564 -0.670 -0.471 -0.281
Si 1.67000 0.30564 -0.03050 -1.815 1.006 1.054 0.517
H -1.48478 0.63146 -0.12797 1.002 0.081 1.470 0.101
H -1.12898 1.77784 1.20201 0.609 -0.320 0.055 0.076
H -1.67159 0.08458 1.61483 1.737 1.174 -1.254 0.120
H 1.94830 -3.26042 -1.74388 0.468 -1.188 1.018 0.079
H 1.66334 1.71188 -0.63866 0.361 -1.141 0.138 0.028

=====

No. 5
12
Properties=species:S:1:pos:R:3:forces:R:3:lowdin_charge:R:1 method="wB97M-V/def2-TZVPD" homo_energy_ev="-4.85 / -4.63" spin_multiplicity=2 charge=-1 gap_ev="8.8 / 6.2"
O 3.26662 -0.63234 -0.15568 0.070 0.412 -0.717 -0.069
C 2.17436 0.05428 -0.31227 -1.437 0.186 1.173 -0.447
N 1.07038 -0.34643 0.58652 -0.846 1.161 -0.789 0.057
C -0.35584 0.02404 0.17150 -0.811 0.345 -0.658 -0.695
O -0.60174 1.24786 0.24095 0.729 -1.082 0.062 -0.055
O -1.15916 -0.88205 -0.25744 1.920 0.775 1.214 -0.104
H 1.64094 -0.01084 -1.31775 0.781 -0.122 -0.082 0.169
H 1.20817 -1.26132 0.98634 -0.051 -0.249 -0.353 0.097
H 2.36779 1.21780 -0.31458 -0.372 -1.410 0.292 0.171
H -2.80984 -0.08246 -0.20281 0.123 0.054 -0.381 -0.009
H -3.61813 0.84960 0.59248 0.101 1.897 3.075 -0.043
O -3.65480 0.42182 -0.20341 -0.208 -1.967 -2.837 -0.072

=====

No. 6
13
Properties=species:S:1:pos:R:3:forces:R:3:lowdin_charge:R:1 method="wB97M-V/def2-TZVPD" homo_energy_ev=-4.85 charge=-1 gap_ev=8.7
C 0.81756 0.41700 0.19509 -0.842 1.465 -1.433 -0.279
C -0.47239 -0.22494 -0.43706 -0.612 1.654 3.828 -0.369
N -1.28551 -0.48512 0.95563 0.017 0.031 -3.354 -0.053
O 0.30596 -2.42486 1.79492 -0.335 0.243 -0.739 -0.360
O -0.41773 -0.55210 3.39420 -0.599 0.399 0.946 -0.356
O 1.07913 0.00088 1.45800 0.269 -0.815 0.962 -0.212
O -0.30913 -1.36059 -1.15496 0.097 -0.635 -1.117 -0.012
P -0.11049 -1.01007 2.03282 1.310 -0.947 0.984 0.157
H 1.60791 0.16908 -0.47140 1.116 -0.054 -0.710 0.094
H 0.69839 1.54848 0.23595 -0.067 -0.980 -0.457 0.124
H -0.89500 0.51085 -1.13439 -0.502 -0.021 0.588 0.126
H -1.65585 0.36709 1.36204 -0.042 0.176 -0.396 0.062
H -0.41756 -2.13681 -0.61553 0.191 -0.515 0.896 0.078

=====

No. 7
10
Properties=species:S:1:pos:R:3:forces:R:3:lowdin_charge:R:1 method="wB97M-V/def2-TZVPD" homo_energy_ev="-8.20 / -7.70" gap_ev="8.0 / 7.3"
C 0.95648 -1.59003 0.18355 -2.375 1.878 -3.275 -0.495
C -0.30147 1.20564 0.43285 2.697 1.699 -0.797 -0.192
N -0.73232 -0.12577 0.40438 1.563 -3.495 -0.293 -0.155
O -1.24768 -0.51005 -0.81259 -0.438 1.107 -0.364 -0.173
S 1.14657 -2.20048 -1.23736 -0.215 0.349 0.671 0.739
H 1.32895 -1.70203 1.10436 1.436 -0.583 3.362 -0.049
H 0.33344 1.51187 1.25622 -0.272 -0.961 1.181 0.071
H 0.48862 1.56614 -0.31083 -1.506 -0.556 -0.462 0.102
H -1.14460 1.84852 0.52490 -0.824 0.762 -0.520 0.071
H -0.82798 -0.00381 -1.54549 -0.066 -0.201 0.497 0.081

=====

No. 8
10
Properties=species:S:1:pos:R:3:forces:R:3:lowdin_charge:R:1 method="wB97M-V/def2-TZVPD" homo_energy_ev=-8.44 gap_ev=9.1
C 0.32699 1.44659 0.04837 -2.290 -0.182 -0.546 -0.257
C -0.32053 -1.29502 0.45698 -2.188 -1.270 -0.452 -0.294
N 1.32451 0.89747 -0.40556 2.375 -0.216 0.453 0.014
O -1.78241 -0.06330 -1.33215 -0.540 -0.110 -2.368 -0.569
S -1.37544 0.12400 0.03628 1.902 0.942 2.678 0.816
H 0.00660 2.50534 0.27471 0.738 -0.967 0.074 0.084
H 0.61674 -1.05935 0.04678 1.760 0.242 0.323 -0.016
H -0.65282 -2.14200 -0.18063 -0.325 0.621 0.219 0.061
H -0.47464 -1.66208 1.48472 0.656 0.707 -0.233 0.054
H 2.33099 1.24834 -0.42950 -2.087 0.233 -0.147 0.107

=====

Summary of energy above the lowest of the compared OMol25 structures with the same formula, charge and spin in kJ/mol
117.61 436.08 265.06 136.08 82.53 104.74 603.08 328.87
(order as listed above)